Entry 1:
C30H39F3O6S3 | wB97M-V/def2-TZVPD

Each line ends with the Löwdin charge.
CARTESIAN COORDINATES (ANGSTROEM)
S  -4.8303  -3.9471  1.0223  0.728
S  2.6003  2.6046  -1.0440  0.660
S  0.2125  -1.6908  -0.2146  0.686
F  6.0524  0.1511  -6.6357  0.010
F  -2.9872  7.2215  1.6168  0.009
F  6.2646  -2.1587  2.4465  0.066
O  3.7092  1.7898  -0.7626  -0.283
O  1.5676  2.8617  -0.0796  -0.316
O  -3.9582  -2.7050  0.9845  -0.376
O  1.5738  -1.1716  -0.3920  -0.348
O  0.0294  -3.1045  0.0874  -0.301
O  -4.7188  -4.9255  0.0204  -0.307
C  2.3770  3.9057  -3.3416  -0.137
C  3.1881  -2.9334  4.3903  -0.087
C  4.4790  -2.9757  3.9063  -0.016
C  2.2102  2.3935  -3.5550  -0.302
C  3.9859  -1.1561  -3.8792  -0.039
C  2.2271  -2.1538  3.6614  -0.066
C  -6.5444  -3.4293  1.3365  -0.194
C  -6.6476  -3.7860  2.8227  -0.192
C  -4.4017  5.4420  2.5627  -0.033
C  -3.3762  5.8705  1.7156  -0.253
C  3.0529  4.0452  -1.9338  -0.182
C  2.7280  -1.1836  2.7564  -0.073
C  -0.6361  -0.6478  0.8107  -0.364
C  -4.4129  -4.7526  2.5969  -0.240
C  5.5506  0.5369  -3.0546  -0.050
C  1.7161  1.8560  -2.4551  -0.316
C  -0.5200  -1.1865  -1.7788  -0.189
C  4.0685  -1.2134  2.2451  -0.008
C  6.1047  0.5050  -4.3089  -0.029
C  4.4773  -0.3662  -2.7888  -0.031
C  4.4247  -0.9740  -5.1563  0.000
C  4.9960  -2.0888  2.8501  -0.234
C  -4.8791  4.1176  2.5576  -0.105
C  -2.6555  4.9957  0.9734  -0.013
C  -1.6233  -0.2358  -1.3196  -0.184
C  -5.2122  -3.8889  3.4142  -0.261
C  5.5192  -0.1390  -5.3607  -0.196
C  -3.1568  3.6277  0.9467  -0.052
C  -4.2888  3.1616  1.7233  -0.102
C  -1.2018  0.2803  0.0526  -0.345
H  4.0744  -0.5604  -1.8556  0.066
H  -4.8444  -5.6698  2.4759  0.086
H  4.2651  -0.7119  1.3300  0.094
H  -7.3223  -4.5766  3.1911  0.128
H  -0.2292  -0.2536  1.7963  0.162
H  -3.4351  -4.7750  2.8404  0.091
H  1.6640  0.9348  -2.3418  0.007
H  -5.7002  3.7563  3.3200  0.139
H  2.8951  -3.5636  5.1881  0.088
H  -7.3132  -3.7222  0.6795  0.090
H  -1.7755  0.5274  -2.0875  0.113
H  -0.7693  -2.1522  -2.1665  0.092
H  2.2724  -0.4520  2.0521  0.091
H  7.0412  0.8976  -4.2665  0.090
H  -2.1527  0.6658  0.6814  0.173
H  6.0344  0.9299  -2.2888  0.061
H  -1.8696  5.2411  0.2844  0.109
H  -0.3916  0.9620  -0.1683  0.109
H  2.9187  4.2349  -4.0879  0.055
H  1.4039  2.0353  -4.4312  0.197
H  -4.6860  -2.9282  3.5037  0.125
H  0.2022  -0.6438  -2.4527  0.112
H  -4.6390  2.0921  1.6671  0.108
H  4.2597  3.9013  -1.9946  0.170
H  3.2571  -1.8236  -3.6567  0.074
H  -6.5590  -2.3532  1.1365  0.104
H  4.1764  -1.4162  -5.9289  0.036
H  5.0334  -3.6174  4.4983  0.075
H  0.6715  2.0605  -2.4081  0.118
H  -7.2141  -2.9641  3.1636  0.089
H  -5.0095  6.2173  2.9202  0.095
H  -2.6321  2.8738  0.2518  0.100
H  1.2434  -2.0457  4.0163  0.070
H  -1.5152  -1.3651  1.1854  0.156
H  2.8297  4.9082  -1.4077  0.068
H  -5.0525  -4.5151  4.3499  0.147
H  1.3141  4.1097  -3.5489  0.134
H  -2.6009  -0.6684  -0.9475  0.132
H  3.0906  1.8778  -3.9324  0.110

Calculated values
Kohn-Sham gap: 0.3256 Eh
total charge: 0
ΔE to the lowest compared entry with this formula, charge and spin: 0.14 kcal per mole
E_LUMO: 0.23 eV
molecular weight: 648.8 g/mol
HOMO energy: -0.3171 hartree

---

Entry 2:
C30H39I2N2O2SSr | wB97M-V/def2-TZVPD

Each line ends with the Löwdin charge.
CARTESIAN COORDINATES (ANGSTROEM)
I  -3.6428  2.4985  1.7322  0.858
I  -2.2936  -0.4947  3.0837  0.840
Sr  -1.4732  0.4388  -0.3191  1.274
S  -4.7686  -1.4310  -0.2674  0.959
O  -3.6061  -0.6043  -0.8030  -0.761
O  -0.0161  -1.4341  0.4435  -0.192
N  0.0884  0.5604  -2.2655  -0.114
N  -0.1277  2.5934  -0.2663  -0.060
C  3.8005  -1.1025  -1.0395  -0.022
C  0.1451  4.1394  3.0711  -0.052
C  -4.0885  -3.0731  0.1018  -0.314
C  0.5256  -0.1573  -3.3126  -0.196
C  0.8847  1.6914  -2.2341  -0.360
C  2.6749  -4.8002  0.8483  0.001
C  0.3695  -4.0411  1.3837  -0.031
C  -5.4742  -3.5464  -1.8137  -0.221
C  4.2818  -3.4266  -0.2843  0.007
C  -2.7248  1.5642  3.4044  -1.095
C  -0.6800  4.8641  0.5024  -0.195
C  -0.1491  3.5930  0.7451  -0.232
C  2.3103  1.7202  1.8478  -0.068
C  2.0829  -2.5685  0.1813  -0.102
C  -0.3730  5.4061  2.8431  -0.068
C  0.8564  1.8595  2.3078  -0.216
C  -0.7789  5.7557  1.5679  -0.039
C  0.2612  3.2209  2.0353  -0.206
C  1.7296  -3.7954  0.7924  -0.176
C  -5.6170  -2.0285  -1.7680  -0.292
C  1.5898  0.4728  -3.9707  -0.103
C  1.1648  -1.4615  0.0782  -0.178
C  4.9459  -5.7585  0.3886  -0.033
C  -4.1084  -3.8546  -1.2032  -0.224
C  -1.1664  5.2914  -0.8600  -0.202
C  -0.1734  6.2015  -1.5883  -0.080
C  1.8169  1.6599  -3.2800  -0.053
C  0.7416  2.6803  -1.2247  -0.105
C  3.3735  -2.3835  -0.3652  -0.177
C  3.9535  -4.6362  0.3163  -0.233
H  0.0635  -1.1014  -3.5685  0.100
H  -3.3121  -3.5038  -1.8633  0.120
H  0.4751  3.8597  4.0658  0.117
H  2.4170  -5.7423  1.3185  0.125
H  -3.9594  -4.9201  -1.0333  0.122
H  -5.0525  -1.5355  -2.5611  0.100
H  2.7009  0.7317  2.0998  0.075
H  -0.5715  6.5114  -2.5546  0.077
H  0.2645  1.0690  1.8314  0.040
H  -1.1965  6.7402  1.3891  0.121
H  -4.7464  -3.5142  0.8532  0.104
H  -0.4611  6.1139  3.6565  0.108
H  2.1102  0.1113  -4.8427  0.092
H  0.7799  5.7012  -1.7618  0.064
H  4.6061  -6.6029  -0.2138  0.093
H  4.8118  -1.2121  -1.4257  0.085
H  -5.5717  -3.9153  -2.8337  0.123
H  -1.3852  4.4183  -1.4759  0.100
H  5.9246  -5.4522  0.0256  0.080
H  -6.2581  -4.0174  -1.2173  0.119
H  -3.1050  -2.9062  0.5419  0.076
H  0.0294  7.0973  -1.0001  0.077
H  2.3988  1.8621  0.7702  0.062
H  -2.1051  5.8367  -0.7353  0.114
H  5.2731  -3.2972  -0.7014  0.121
H  0.3217  -5.0435  1.8052  0.083
H  5.0503  -6.1134  1.4145  0.090
H  2.5545  2.4193  -3.4912  0.106
H  0.8076  1.6629  3.3817  0.112
H  3.1515  -0.8385  -1.8771  0.076
H  -6.6416  -1.6642  -1.7774  0.094
H  -1.7872  2.0759  3.5877  -0.053
H  1.4309  3.5271  -1.2541  0.140
H  1.5762  -0.5577  -0.3897  0.103
H  3.8046  -0.2620  -0.3426  0.084
H  0.1418  -3.3171  2.1667  0.082
H  2.9374  2.4661  2.3367  0.087
H  -0.4076  -3.9395  0.6247  0.079
H  -3.4057  1.6389  4.2420  -0.030

Calculated values
Kohn-Sham gap: 0.2540 Eh
total charge: +1
ΔE to the lowest compared entry with this formula, charge and spin: 0.53 kcal per mole
E_LUMO: -2.89 eV
molecular weight: 833.1 g/mol
HOMO energy: -0.3601 hartree

---

Entry 3:
C30H39N3OTi | wB97M-V/def2-TZVPD

Each line ends with the Löwdin charge.
CARTESIAN COORDINATES (ANGSTROEM)
Ti  1.0834  -0.4477  0.3973  0.734
O  0.3663  1.4109  -0.2023  -0.191
N  -1.9957  -1.5469  0.5143  -0.083
N  1.9596  1.9681  3.4707  0.067
N  -0.5359  -2.2703  2.0088  0.020
C  -2.4752  1.2765  0.7963  -0.032
C  -3.8202  1.3385  -4.0487  -0.066
C  -2.5793  -3.0242  -1.8941  -0.049
C  1.6139  -2.0560  -1.1813  -0.284
C  -2.6642  0.5556  -0.5112  -0.198
C  -3.3236  0.5742  -2.8559  -0.281
C  0.2028  3.0575  4.7127  -0.128
C  1.7549  -0.7753  -1.8173  -0.282
C  0.7563  -3.1882  -1.6122  -0.048
C  3.2686  1.3255  -1.4240  -0.048
C  4.3651  -0.5300  0.9017  -0.064
C  1.5060  3.0014  4.1705  -0.199
C  1.6268  -0.0951  2.2928  -0.169
C  -3.1462  -0.8057  -2.9193  -0.018
C  0.4784  3.8806  -0.4432  -0.069
C  -3.0743  1.2473  -1.6542  -0.018
C  -2.7534  -1.5397  -1.7988  -0.189
C  -2.5226  -0.8406  -0.6025  -0.124
C  1.1184  0.9248  3.1950  -0.397
C  -0.2285  0.9385  3.6704  -0.065
C  -0.6850  2.0062  4.4320  -0.113
C  0.6621  2.7065  0.4872  -0.218
C  -1.7452  -2.8678  2.2594  -0.179
C  -0.6588  -1.4565  0.9452  -0.264
C  -2.6649  -2.4389  1.3225  -0.116
C  2.5328  -2.1084  -0.0670  -0.301
C  2.7837  -0.0426  -1.1127  -0.287
C  3.2785  -0.8830  -0.0510  -0.294
C  0.9696  -0.2869  -2.9818  -0.046
C  2.7070  -3.2650  0.8550  -0.045
H  1.9211  -4.0084  0.6862  0.070
H  -3.5532  -3.5343  -1.8722  0.086
H  1.2212  3.8594  -1.2447  0.071
H  -0.8451  0.0643  3.4650  0.092
H  -1.6968  0.8232  1.4285  0.058
H  4.2199  1.2944  -1.9775  0.080
H  2.3742  -0.7205  2.8162  0.028
H  1.3550  -4.0165  -2.0238  0.086
H  -2.1064  -3.2822  -2.8525  0.078
H  -1.9680  -3.4420  -1.0884  0.064
H  -3.7016  -2.6712  1.1806  0.092
H  -0.0148  2.7552  1.3463  0.103
H  -2.2035  2.3276  0.6247  0.075
H  -4.8175  1.7506  -3.8422  0.079
H  2.1910  3.8481  4.3276  0.086
H  -3.2339  2.3268  -1.5903  0.119
H  -0.0973  3.9151  5.2965  0.066
H  4.2762  0.5095  1.2394  0.074
H  -3.1569  2.1777  -4.2953  0.078
H  2.5544  1.8811  -2.0481  0.064
H  3.6806  -3.7597  0.7154  0.077
H  2.6510  -2.9495  1.9035  0.073
H  0.0252  -2.9025  -2.3755  0.053
H  -1.9292  -3.5476  3.0671  0.070
H  0.6508  4.7865  0.1476  0.082
H  1.5034  -0.4294  -3.9345  0.079
H  -3.8919  0.6826  -4.9231  0.071
H  1.6866  2.5928  0.8425  0.104
H  4.3441  -1.1800  1.7836  0.070
H  -0.4200  1.5451  -0.7670  0.084
H  5.3552  -0.6424  0.4334  0.075
H  0.2085  -3.5837  -0.7484  0.069
H  -3.4031  1.2807  1.3907  0.097
H  -0.5328  3.9530  -0.8534  0.071
H  -3.3207  -1.3363  -3.8603  0.118
H  3.4531  1.8961  -0.5014  0.077
H  -1.7119  2.0296  4.7986  0.090
H  0.7564  0.7877  -2.8870  0.067
H  0.0157  -0.8241  -3.0619  0.065

Calculated values
Kohn-Sham gap (alpha / beta): 0.1610 / 0.1657 Eh
total charge: -1
E_LUMO (alpha / beta): 2.51 / 2.51 eV
molecular weight: 505.5 g/mol
HOMO energy (alpha / beta): -0.0687 / -0.0735 hartree
spin multiplicity: 2